Entry 1:
A molecular structure, C10H36N12O10. Source: the OMol25 dataset; level of theory: wB97M-V/def2-TZVPD.

* molar mass: 484.47 u
* E_tot: -1812.15227 hartree
* LUMO level: 0.00032 Eh
* orbital gap: 7.7 eV
* energy above the lowest of the compared OMol25 structures with the same formula, charge and spin: 5.0796 eV
* HOMO: -0.282 hartree

Structure (XYZ):
```
68
Properties=species:S:1:pos:R:3:forces:R:3:mulliken_charge:R:1
C -2.3640 3.7086 0.1712 1.415 0.712 -0.517 0.657
O -1.2830 3.1355 0.0948 -0.101 0.222 -0.045 -0.621
N -2.6940 4.7323 -0.6967 -0.578 -0.675 0.628 -0.401
N -3.2625 3.4879 1.1495 -0.419 0.134 -0.600 -0.438
H -3.6211 5.1088 -0.6361 0.122 0.388 -0.269 0.132
H -2.0408 5.0911 -1.3637 0.019 -0.273 -0.148 0.195
H -2.9858 2.9827 1.9696 -0.259 -0.174 -0.030 0.231
H -4.1536 3.9221 1.0000 -0.232 -0.206 0.866 0.155
C -3.4435 -5.0844 0.4763 0.486 -0.406 -0.310 0.618
O -3.2126 -4.0393 -0.1357 0.084 -0.546 0.652 -0.702
N -4.6704 -5.6240 0.6508 -0.367 0.414 -0.478 -0.390
N -2.4722 -5.9227 1.0006 -0.272 0.825 -0.413 -0.461
H -5.4785 -5.0848 0.3918 0.033 -0.036 0.044 0.252
H -4.7736 -6.4406 1.2182 -0.324 -0.053 -0.003 0.145
H -1.5937 -5.4932 1.2424 0.058 -0.204 0.050 0.221
H -2.8726 -6.6183 1.5996 0.692 -0.236 0.386 0.188
C 3.5844 3.3401 1.2818 -0.319 0.415 -0.808 0.271
O 4.4423 3.2265 2.1478 -0.204 0.274 -0.005 -0.702
N 3.3066 4.5117 0.6185 4.392 2.697 2.142 -0.288
N 2.8662 2.2805 0.8138 1.026 -1.135 0.778 0.163
H 2.6196 4.6886 -0.1835 3.964 0.504 4.551 0.183
H 3.7790 5.2810 1.0742 0.348 -0.130 -0.169 0.126
H 1.9941 2.3565 0.3422 -0.003 -0.146 0.591 -0.244
H 3.2313 1.3986 1.1517 -0.435 -0.011 -0.056 0.191
C -5.5994 -1.9639 1.3717 0.250 0.062 0.165 0.422
O -6.6939 -1.4398 1.4931 0.227 -0.242 0.128 -0.661
N -5.1638 -3.0352 2.1109 -1.024 -0.625 0.587 -0.351
N -4.6606 -1.5817 0.4749 0.221 0.968 -0.406 -0.209
H -4.1966 -3.2286 2.2811 0.077 0.181 -0.117 0.181
H -5.8355 -3.4311 2.7465 0.098 0.121 0.110 0.207
H -3.8285 -2.1273 0.3238 -0.269 0.059 0.039 0.239
H -4.6596 -0.6044 0.2382 -0.006 -0.130 -0.328 0.207
C 5.0747 -0.0401 -0.2261 0.352 0.742 0.416 0.690
O 5.1155 0.3681 0.9304 -0.324 -0.895 -0.408 -0.700
N 5.8310 0.5873 -1.1705 0.916 0.797 -0.577 -0.389
N 4.3171 -1.0577 -0.6997 0.182 0.395 0.933 -0.231
H 5.9081 0.3732 -2.1468 -0.262 -0.342 0.049 0.140
H 6.4949 1.2604 -0.8287 -0.178 0.017 0.146 0.239
H 4.3959 -1.2653 -1.6735 -0.447 -0.444 0.003 0.115
H 3.7649 -1.5373 0.0033 -0.229 -0.379 -0.652 0.210
C 1.6035 -3.4460 -0.1283 0.563 1.126 -0.319 0.658
O 2.3112 -2.7641 0.6028 -0.234 -0.404 0.133 -0.717
N 2.0553 -4.0163 -1.2810 -0.421 -0.697 -0.370 -0.405
N 0.2585 -3.5792 0.0415 1.237 -0.637 0.563 -0.250
H 1.4464 -4.6727 -1.7318 0.156 -0.046 -0.291 0.138
H 2.9733 -3.9082 -1.6651 0.160 0.147 0.463 0.184
H -0.0916 -3.1301 0.8681 -0.541 -0.052 -0.298 0.188
H -0.2450 -4.0262 -0.6962 -0.866 0.322 0.244 0.142
C 0.0717 -0.1510 -0.0978 0.330 0.638 -1.177 0.031
C -1.3824 -0.5840 -0.0926 -0.408 0.326 0.365 -0.314
O -1.6922 -1.6454 -0.9708 0.231 -0.084 -0.313 -0.486
O 0.2753 0.9102 0.8062 0.150 0.073 0.392 -0.538
H 0.2466 0.1928 -1.1283 0.209 -0.087 -0.038 0.140
H 0.8596 -0.8775 0.0968 -0.442 -0.342 0.281 -0.069
H -1.9312 0.2896 -0.4673 -0.079 0.084 0.293 0.252
H -1.7022 -0.7442 0.9449 -0.047 -0.256 -0.058 0.377
H -2.1643 -2.3643 -0.5440 0.128 -0.137 0.076 0.349
H -0.1590 1.7319 0.5298 -0.362 -0.274 -0.074 0.429
C 2.0982 4.3589 -1.5952 -2.270 -1.058 -2.842 -0.600
C 2.9593 3.1584 -2.0172 0.230 1.060 0.700 -0.193
O 2.1477 2.0148 -2.1873 -0.125 0.542 -0.042 -0.601
O 1.5291 4.1147 -0.2841 -6.447 -1.519 -3.564 -0.490
H 1.2338 4.3538 -2.2736 0.262 0.218 -0.193 0.448
H 2.5626 5.3467 -1.6613 0.315 -0.179 0.055 0.444
H 3.6894 2.9813 -1.2213 0.164 -0.017 -0.439 0.219
H 3.4543 3.4713 -2.9376 -0.052 -0.465 -0.147 0.460
H 1.6270 2.0353 -1.3714 -0.125 -0.689 -0.312 0.297
H 0.7996 4.7277 -0.1457 -0.424 -0.235 -0.017 0.316
```
Positions in Å, forces in eV/Å.

Entry 2:
12 unconnected molecules or ions with the total composition C39H79ClINO35P. Source: the OMol25 dataset; level of theory: wB97M-V/def2-TZVPD.

* molar mass: 1315.36 u
* E_tot: -5320.49957 hartree
* LUMO level: -0.13347 Eh
* orbital gap: 8.1 eV
* total charge: +1
* HOMO: -0.431 hartree

Structure (XYZ):
```
157
Properties=species:S:1:pos:R:3:forces:R:3:mulliken_charge:R:1
C 9.3704 1.4120 -0.7906 1.025 -0.499 0.452 -0.869
C 8.1018 0.5965 -1.4377 1.602 0.585 -0.883 -0.053
Cl 7.3066 -0.3933 -0.0839 0.147 0.997 -1.306 -0.222
C 7.0571 1.5344 -2.3037 0.625 -2.726 -1.609 -0.591
N 6.0441 2.2836 -1.4674 -0.754 0.331 -0.522 0.182
C 4.5659 1.8503 -1.5583 -2.381 1.525 1.417 -0.630
C 4.0252 2.8652 -0.3437 0.595 -2.682 -1.329 -0.224
O 4.8444 4.0912 -0.6117 0.528 -1.628 -0.058 -0.390
C 5.8757 3.7893 -1.6595 -3.275 1.995 0.067 -0.078
P 7.6284 4.5817 -1.4158 0.956 1.350 1.512 0.259
O 7.5354 5.9918 -0.3758 1.054 -2.315 -1.771 -0.479
I 8.2647 5.3507 -3.7159 -0.688 -0.138 0.817 -0.003
H 9.2674 1.6259 0.3723 -0.061 -0.406 -2.544 0.229
H 9.6289 2.4145 -1.3395 -0.726 -2.026 0.921 0.223
H 10.3236 0.7033 -0.8934 -2.124 1.543 0.256 0.322
H 8.5689 -0.1974 -2.1961 -1.377 1.829 1.614 0.480
H 6.4347 0.7760 -2.9835 1.274 1.801 1.500 0.332
H 7.6788 2.1938 -3.0439 -1.266 -0.876 1.698 0.264
H 6.2865 2.2314 -0.4515 0.126 -0.360 -0.726 0.389
H 4.2969 0.7482 -1.2611 1.014 2.118 -1.026 0.360
H 4.0524 2.3238 -2.5155 1.542 -1.729 1.601 0.326
H 4.3125 2.2231 0.6061 -0.457 2.112 -1.300 0.216
H 2.8603 2.9493 -0.4109 2.376 0.499 0.127 0.252
H 5.2745 4.1265 -2.6338 1.992 -1.384 1.496 0.315
H 8.5043 6.2177 -0.1845 -1.740 -0.427 -0.265 0.349
C -1.7433 1.1386 -0.8021 -0.322 0.767 -0.214 -0.596
O -1.3597 -0.2039 -0.5111 1.603 -0.317 0.378 -0.274
C -0.0338 -0.3664 -0.2721 -0.437 0.324 -0.062 0.730
O 0.8111 0.5149 -0.2886 -0.737 -1.008 0.034 -0.554
O 0.1889 -1.6794 -0.0117 0.442 1.410 0.064 -0.378
C 1.5516 -2.0006 0.2603 0.487 -0.254 0.160 -0.699
H -2.8227 1.1515 -0.9763 0.255 -0.316 0.117 0.200
H -1.5235 1.7953 0.0457 0.087 -0.100 -0.195 0.185
H -1.2441 1.4947 -1.7091 0.000 -0.021 0.237 0.340
H 1.9032 -1.4693 1.1507 -0.041 0.023 -0.234 0.243
H 2.1827 -1.7700 -0.6041 -0.107 0.085 0.173 0.289
H 1.6133 -3.0750 0.4543 -0.321 0.224 -0.101 0.276
C -0.2505 7.3871 2.5709 -0.317 0.492 -0.193 -0.601
O 0.4920 6.3148 3.1481 -0.011 -1.209 -0.377 -0.328
C 0.2721 5.1078 2.5682 -0.314 0.165 -0.240 0.739
O -0.4808 4.8883 1.6324 1.098 0.231 1.263 -0.547
O 1.0352 4.1874 3.2101 -0.455 0.752 -0.385 -0.323
C 0.9051 2.8608 2.7028 -0.015 -0.411 -0.122 -0.194
H 0.0027 8.3031 3.1117 0.130 -0.374 0.057 0.225
H 0.0208 7.5221 1.5190 -0.169 -0.136 0.151 0.279
H -1.3261 7.2120 2.6753 0.215 -0.047 -0.166 0.292
H 1.2226 2.8149 1.6560 -0.272 0.004 0.105 0.015
H -0.1243 2.5047 2.8125 0.162 0.108 -0.197 0.169
H 1.5587 2.2092 3.2892 -0.065 0.366 0.063 0.282
C 12.5407 2.2700 5.1446 0.437 0.174 0.474 -0.619
O 11.6218 1.9543 4.1006 -0.653 -0.993 -0.224 -0.291
C 11.0788 0.7139 4.1909 0.366 -0.306 0.700 0.696
O 11.3121 -0.1093 5.0620 -0.436 1.275 -1.446 -0.531
O 10.2316 0.5483 3.1440 0.530 0.321 0.509 -0.207
C 9.5829 -0.7215 3.1094 -0.224 -0.491 0.023 -0.319
H 12.9125 3.2838 4.9725 -0.258 -0.209 -0.212 0.217
H 12.0412 2.2472 6.1185 0.133 -0.163 -0.182 0.293
H 13.3933 1.5835 5.1293 -0.259 0.029 0.103 0.291
H 8.9651 -0.8639 4.0020 0.262 -0.052 -0.085 0.322
H 10.3172 -1.5277 3.0126 -0.136 0.140 0.199 0.328
H 8.9302 -0.7437 2.2324 0.242 0.278 0.124 -0.154
C -2.2058 -3.0298 -0.9483 -0.086 0.690 -0.138 0.091
O -1.7737 -4.3731 -0.7411 -0.600 -0.983 -0.139 -0.209
C -2.7306 -5.3085 -0.9667 -0.423 0.032 -0.122 0.722
O -3.8794 -5.0890 -1.3176 1.665 -0.314 0.516 -0.551
O -2.1878 -6.5302 -0.7343 -0.224 1.111 -0.139 -0.333
C -3.0870 -7.6192 -0.9336 -0.307 -0.551 -0.066 -0.533
H -1.3614 -2.3671 -0.7395 -0.747 -1.046 -0.206 -0.169
H -2.5128 -2.8790 -1.9883 -0.189 -0.122 0.193 0.326
H -3.0203 -2.7761 -0.2622 0.003 -0.083 -0.244 0.186
H -3.4292 -7.6520 -1.9732 -0.072 0.126 0.237 0.295
H -3.9368 -7.5491 -0.2469 0.081 0.074 -0.245 0.238
H -2.5477 -8.5462 -0.7199 0.096 0.338 0.048 0.199
C -4.3790 1.6230 3.5551 0.210 0.407 -0.057 -0.532
O -5.1661 0.4707 3.8493 -0.170 -0.704 -0.692 -0.319
C -5.3336 -0.3737 2.8002 0.014 -0.119 -0.340 0.765
O -4.8788 -0.2213 1.6774 -0.557 -0.161 1.541 -0.541
O -6.0949 -1.4168 3.2171 0.702 1.073 -0.119 -0.296
C -6.3550 -2.3926 2.2100 -0.163 -0.476 -0.411 -0.555
H -4.3108 2.2268 4.4643 -0.187 -0.336 -0.052 0.230
H -3.3661 1.3331 3.2576 -0.217 0.033 -0.115 0.212
H -4.8549 2.2270 2.7758 0.178 -0.197 0.026 0.282
H -5.4210 -2.8432 1.8586 -0.168 0.193 -0.063 0.238
H -6.9099 -1.9493 1.3769 0.260 -0.051 0.088 0.346
H -6.9710 -3.1798 2.6533 0.140 0.296 0.156 0.157
C -5.7076 -5.8573 4.7429 0.359 0.138 0.405 -0.615
O -6.6265 -6.1731 3.6988 -0.543 -0.927 -0.112 -0.210
C -7.1695 -7.4135 3.7891 -0.015 -0.263 0.171 0.806
O -6.9362 -8.2367 4.6602 -0.303 1.144 -1.197 -0.563
O -8.0167 -7.5791 2.7422 0.777 0.325 0.815 -0.321
C -8.6654 -8.8488 2.7076 -0.285 -0.459 -0.046 -0.404
H -5.3358 -4.8435 4.5707 -0.259 -0.183 -0.201 0.158
H -6.2071 -5.8801 5.7168 0.131 -0.137 -0.160 0.283
H -4.8550 -6.5439 4.7275 -0.242 0.020 0.101 0.308
H -9.2832 -8.9912 3.6002 0.240 -0.031 -0.100 0.179
H -7.9311 -9.6550 2.6108 -0.117 0.140 0.185 0.160
H -9.3181 -8.8710 1.8306 0.231 0.291 0.134 0.245
C -11.3086 -3.2249 6.3207 -0.041 0.512 0.140 -0.602
O -11.2631 -4.5837 5.8898 0.617 -0.772 0.434 -0.315
C -10.4133 -5.3668 6.6013 0.239 0.115 0.330 0.797
O -9.7195 -5.0050 7.5386 -0.972 -0.513 -1.361 -0.553
O -10.4694 -6.6221 6.0890 -0.121 1.089 0.225 -0.304
C -9.6198 -7.5617 6.7444 0.347 -0.369 0.290 -0.529
H -12.0188 -2.6917 5.6827 0.100 -0.379 -0.015 0.225
H -11.6591 -3.1596 7.3557 0.229 -0.025 -0.141 0.288
H -10.3269 -2.7525 6.2125 -0.140 -0.138 0.180 0.267
H -9.9028 -7.6698 7.7965 0.142 0.147 -0.160 0.351
H -8.5705 -7.2628 6.6532 -0.222 -0.028 0.141 0.179
H -9.7452 -8.5306 6.2533 -0.135 0.336 -0.082 0.178
C -1.3241 -13.1864 -0.5633 0.347 0.075 -0.391 -0.601
O -2.2328 -13.5019 0.4897 -0.643 0.769 0.514 -0.315
C -2.9182 -12.4354 0.9740 0.005 0.263 -0.070 0.774
O -2.8148 -11.2815 0.5886 -0.137 -1.541 0.504 -0.540
O -3.7384 -12.8756 1.9613 0.756 0.191 -0.870 -0.311
C -4.5273 -11.8538 2.5677 -0.317 0.363 0.278 -0.592
H -0.8315 -14.1121 -0.8733 -0.274 0.052 0.279 0.213
H -1.8596 -12.7759 -1.4253 0.115 0.075 0.222 0.282
H -0.5564 -12.4882 -0.2145 -0.241 -0.001 -0.106 0.282
H -5.1910 -11.3900 1.8307 0.244 0.026 0.093 0.252
H -3.8877 -11.1023 3.0418 -0.126 -0.056 -0.229 0.298
H -5.1443 -12.3180 3.3420 0.264 -0.160 -0.237 0.251
C -0.5555 5.6442 -4.1554 0.282 0.191 0.363 -0.634
O -1.4743 5.3285 -5.1994 -0.468 -0.912 -0.073 -0.224
C -2.0173 4.0881 -5.1091 -0.069 -0.356 0.203 0.700
O -1.7840 3.2649 -4.2380 -0.245 1.151 -1.170 -0.608
O -2.8646 3.9225 -6.1560 0.868 0.243 1.112 -0.160
C -3.5132 2.6527 -6.1906 -0.362 -0.592 -0.070 -0.711
H -0.1836 6.6580 -4.3275 -0.261 -0.201 -0.216 0.213
H -1.0549 5.6215 -3.1815 0.132 -0.161 -0.163 0.298
H 0.2972 4.9577 -4.1707 -0.234 0.002 0.091 0.251
H -4.1311 2.5104 -5.2980 0.255 -0.023 -0.093 0.319
H -2.7789 1.8465 -6.2874 -0.130 0.161 0.171 0.309
H -4.1659 2.6305 -7.0676 0.250 0.292 0.106 0.216
C -3.5358 5.9525 -8.0377 0.151 -0.261 0.346 -0.516
O -3.4862 6.7246 -9.2358 -0.082 -0.365 -1.133 -0.327
C -3.5193 5.9891 -10.3758 -0.030 -0.320 0.063 0.746
O -3.5854 4.7717 -10.4420 0.099 1.671 0.091 -0.554
O -3.4662 6.8430 -11.4290 -0.023 -0.531 0.950 -0.317
C -3.4931 6.2043 -12.7040 -0.019 -0.206 -0.498 -0.612
H -3.5033 6.6421 -7.1897 0.028 0.054 -0.356 0.253
H -4.4696 5.3837 -7.9834 0.236 -0.031 -0.092 0.282
H -2.6702 5.2854 -7.9722 -0.368 0.162 -0.158 0.285
H -4.4253 5.6455 -12.8363 0.256 -0.029 0.093 0.288
H -2.6258 5.5473 -12.8252 -0.253 -0.006 0.090 0.287
H -3.4460 6.9811 -13.4721 -0.002 0.042 0.389 0.218
C 7.0361 8.6855 -0.9930 -0.651 0.051 -0.090 -0.450
O 8.2087 9.3630 -0.5459 0.564 0.476 -0.515 -0.315
C 8.7784 10.1678 -1.4783 0.049 0.337 -0.538 0.769
O 8.3752 10.3424 -2.6175 0.557 -0.358 1.692 -0.543
O 9.8743 10.7443 -0.9235 -1.025 -0.689 -0.251 -0.314
C 10.5798 11.6242 -1.7965 0.337 0.423 -0.350 -0.609
H 6.6652 8.0713 -0.1679 0.300 0.373 -0.109 0.180
H 6.2558 9.4033 -1.2657 0.231 -0.078 -0.136 0.383
H 7.2687 8.0261 -1.8354 -0.102 0.302 0.048 0.092
H 9.9411 12.4597 -2.1012 0.073 -0.264 -0.066 0.291
H 10.9542 11.0823 -2.6710 -0.219 0.135 0.087 0.286
H 11.4362 12.0280 -1.2495 -0.282 -0.254 0.123 0.223
```
Positions in Å, forces in eV/Å.

Entry 3:
A single C3H5ClO2 molecule. Source: the OMol25 dataset; level of theory: wB97M-V/def2-TZVPD.

* molar mass: 108.52 u
* E_tot: -727.99446 hartree
* SMILES string: C[C@H](Cl)C(=O)O
* LUMO level: 0.02116 Eh
* orbital gap: 11.3 eV
* energy above the lowest of the compared OMol25 structures with the same formula, charge and spin: 0.0940 eV
* HOMO: -0.393 hartree

Structure (XYZ):
```
11
Properties=species:S:1:pos:R:3:forces:R:3:mulliken_charge:R:1
C 1.3578 -0.8900 -0.9436 0.671 -1.255 -0.530 -1.166
C 0.4888 0.2281 -0.4461 -0.741 -0.029 -0.597 0.217
Cl 0.9956 0.6251 1.2469 -0.303 0.022 -0.448 -0.183
C -0.9929 -0.1988 -0.4240 1.467 0.208 2.199 0.435
O -1.2817 -1.2253 0.1293 -0.858 -0.018 -0.934 -0.501
O -1.8095 0.7856 -0.7955 -0.099 -0.024 -0.750 -0.433
H 2.3842 -0.5023 -0.8483 -0.182 -0.542 -0.297 0.327
H 1.2348 -1.7716 -0.2739 0.152 0.643 -0.439 0.296
H 1.1692 -1.2760 -2.0106 0.073 0.996 1.483 0.302
H 0.6165 1.1287 -1.0354 -0.001 0.160 0.069 0.347
H -2.7232 0.4769 -0.8174 -0.179 -0.162 0.243 0.358
```
Positions in Å, forces in eV/Å.